one | {"formula": "H39O20", "method": "ωB97M-V/def2-TZVPD", "symbols": ["O", "H", "O", "H", "H", "O", "H", "H", "O", "H", "H", "O", "H", "H", "O", "H", "H", "O", "H", "H", "O", "H", "H", "O", "H", "H", "O", "H", "H", "O", "H", "H", "O", "H", "H", "O", "H", "H", "O", "H", "H", "O", "H", "H", "O", "H", "H", "O", "H", "H", "O", "H", "H", "O", "H", "H", "O", "H", "H"], "xyz": [[2.35, -3.59, -3.14], [-1.36, 1.48, 0.72], [-2.65, -2.99, -3.39], [-3.42, -3.02, -2.80], [-1.94, -3.29, -2.80], [1.50, -0.47, -2.85], [-1.69, -1.00, 1.82], [1.87, -0.53, -1.91], [-2.87, 2.77, -3.17], [-2.29, 2.61, -3.87], [-1.01, -0.44, 4.92], [-0.09, -0.28, 5.33], [-3.20, -2.13, -1.09], [1.01, -1.27, -3.13], [2.83, -0.96, 3.59], [2.77, -4.00, -2.43], [1.55, -3.12, -3.28], [0.58, 0.02, 2.12], [2.20, 1.16, 0.13], [0.22, -0.26, 2.94], [1.75, 4.50, -2.99], [0.12, -0.57, 1.44], [-2.59, 3.30, 0.40], [-0.03, 2.95, -1.72], [-0.63, 3.67, -1.88], [-0.35, 2.56, -0.80], [-2.21, 1.36, 0.27], [-2.88, 0.77, 0.61], [-1.06, -2.79, -0.14], [-3.44, -1.77, -0.23], [-2.48, 2.58, -2.31], [-2.82, -1.96, 0.40], [-2.73, 1.54, 3.54], [-0.27, 0.22, 6.13], [2.95, -0.06, 3.22], [-1.40, -3.24, -0.99], [-0.76, -3.96, -1.14], [1.96, 3.96, -3.72], [-2.15, -0.92, 2.68], [2.34, 4.55, -2.28], [-2.00, -1.92, 2.98], [-0.50, -3.31, 2.46], [-0.34, -3.32, 1.49], [0.33, -3.04, 2.76], [3.22, 0.61, -4.25], [3.36, -0.38, -4.32], [-3.01, 0.56, 3.41], [-2.03, 4.05, 0.28], [3.61, 0.99, -3.40], [-2.53, 4.89, 0.33], [-0.64, -1.53, 0.54], [1.94, -0.96, 4.05], [-1.84, 1.70, 3.36], [6.09, 0.91, -0.05], [5.99, 0.61, -0.88], [5.58, 1.09, 0.71], [2.10, 1.68, 0.92], [1.75, 0.99, 1.67], [-0.76, -1.01, -0.26]], "charge": -1, "spin_multiplicity": 1, "orbital_gap_ev": 9.3649}

---

two | {"formula": "H39O20", "method": "ωB97M-V/def2-TZVPD", "symbols": ["O", "H", "O", "H", "H", "O", "H", "H", "O", "H", "H", "O", "H", "H", "O", "H", "H", "O", "H", "H", "O", "H", "H", "O", "H", "H", "O", "H", "H", "O", "H", "H", "O", "H", "H", "O", "H", "H", "O", "H", "H", "O", "H", "H", "O", "H", "H", "O", "H", "H", "O", "H", "H", "O", "H", "H", "O", "H", "H"], "xyz": [[5.41, -0.52, -0.83], [-1.17, 1.09, 0.32], [3.18, 4.06, -0.41], [3.14, 4.60, -1.20], [2.62, 3.33, -0.62], [2.85, -0.64, 1.21], [-1.71, 1.62, -1.92], [3.01, -1.42, 0.72], [-0.40, 3.10, 3.78], [-0.71, 2.61, 4.56], [-3.57, -0.51, -3.66], [-3.82, -1.42, -3.65], [0.54, 3.39, -0.97], [3.27, 0.17, 1.48], [-0.73, -3.92, -3.06], [4.79, -1.07, -1.31], [5.44, 0.41, -1.04], [-1.25, -1.33, -1.20], [-0.12, -2.78, 0.61], [-1.45, -1.66, -2.07], [0.18, -1.52, 5.36], [-0.70, -0.48, -1.22], [-2.75, 1.49, 2.25], [-0.46, 0.22, 3.42], [-1.37, 0.05, 3.69], [-0.67, 0.06, 2.47], [-1.64, 1.79, 0.85], [-1.92, 2.47, 0.24], [1.35, 1.73, -1.74], [-0.22, 3.69, -1.53], [-0.34, 2.61, 2.96], [0.33, 3.63, -2.32], [-4.53, 1.22, -1.38], [-4.76, -1.48, -3.40], [-0.64, -3.62, -2.15], [2.09, 2.44, -2.12], [2.54, 1.90, -2.77], [0.83, -2.14, 5.64], [-2.24, 1.40, -2.73], [-0.56, -1.74, 4.80], [-1.67, 1.61, -3.46], [0.16, 0.32, -4.20], [0.29, 0.96, -3.45], [-0.31, -0.40, -3.61], [3.92, -1.86, 3.16], [3.58, -1.15, 3.69], [-3.72, 1.48, -1.82], [-3.26, 0.97, 2.93], [3.38, -2.09, 2.43], [-3.29, 1.51, 3.71], [0.31, 0.82, -1.44], [-1.57, -3.60, -3.36], [-4.49, 0.30, -1.15], [1.65, -5.75, 1.39], [2.16, -4.97, 1.70], [0.73, -5.91, 1.61], [-0.94, -2.92, 1.07], [-1.55, -2.44, 0.50], [0.81, 0.34, -0.76]], "charge": -1, "spin_multiplicity": 1, "orbital_gap_ev": 9.5513}

---

Relative to the most stable structure, the computed energies are one 1.519; two 0.000, all in eV.